66
Properties=species:S:1:pos:R:3:mulliken_charge:R:1 method="wB97M-V/def2-TZVPD" gap_ev="7.4 / 5.5" multiplicity=2 e_lumo_ev="-3.47 / -5.35" charge=+1 e_homo_ev="-10.823 / -10.843" s2=0.769 e_above_lowest_kcal_mol=0.0
Pb -1.8940 0.5762 0.3337 1.25
C 3.9011 1.7012 0.4019 -1.41
C 2.7491 0.8972 -0.2018 0.49
C 2.4148 -0.3268 0.6127 0.53
C 3.2973 -1.4062 0.5835 -0.67
C 3.0581 -2.5536 1.3140 -1.19
C 1.9210 -2.6377 2.1050 -0.50
C 1.0115 -1.5916 2.1587 0.61
C -0.1789 -1.6805 3.0807 -0.55
C 0.0238 -0.9086 4.3848 -1.38
C 1.2670 -0.4369 1.4019 -0.27
N 0.2880 0.6000 1.4289 0.55
C 0.5105 1.7062 2.0581 0.03
C -0.4730 2.7297 2.0980 -0.20
C -0.4745 3.9701 2.7358 -0.84
C -1.7152 4.5515 2.4588 -0.71
C -2.4135 3.6426 1.6697 -0.69
N -1.6725 2.5392 1.4401 -0.02
H 4.1191 2.5840 -0.1999 0.45
H 4.8096 1.1020 0.4606 0.38
H 3.6647 2.0304 1.4156 0.28
H 3.0175 0.5801 -1.2133 0.64
H 1.8737 1.5377 -0.3013 -0.81
H 4.1842 -1.3380 -0.0355 0.51
H 3.7526 -3.3818 1.2694 0.44
H 1.7358 -3.5289 2.6938 0.45
H -0.3522 -2.7341 3.3170 0.70
H -1.0888 -1.3261 2.5831 -0.16
H 0.9175 -1.2613 4.8997 0.36
H -0.8276 -1.0394 5.0528 0.43
H 0.1437 0.1594 4.2017 0.23
H 1.4492 1.8594 2.5916 0.45
H 0.3275 4.3833 3.3266 0.55
H -2.0726 5.5119 2.7908 0.47
H -3.4073 3.7403 1.2596 0.44
Se -0.7520 -0.3792 -4.3971 0.49
N 0.2974 1.0422 -4.7156 -0.84
C 0.2415 1.7753 -3.6174 0.87
C 0.9089 3.0043 -3.4093 -0.81
C 0.7367 3.6348 -2.2085 -0.72
C -0.0649 3.0518 -1.2034 -0.28
N -0.6991 1.8974 -1.3516 0.46
C -0.5976 1.2648 -2.5388 0.50
N -1.2791 0.1520 -2.7774 -0.44
H 1.5314 3.4110 -4.1944 0.49
H 1.2207 4.5773 -1.9967 0.52
H -0.1882 3.5461 -0.2458 0.16
N -3.4864 -2.9175 0.6920 -0.37
C -2.6278 -3.0689 -0.3814 0.68
C -3.1189 -3.0957 -1.6897 -0.67
C -2.2472 -3.1685 -2.7574 -0.71
C -0.8768 -3.2031 -2.5299 -0.08
C -0.3701 -3.1924 -1.2356 -0.61
C -1.2439 -3.1341 -0.1705 -0.30
S 0.2180 -3.1066 -3.8856 1.28
O 1.4658 -3.7121 -3.5912 -0.64
O 0.5731 -1.4956 -3.8847 -0.29
O -0.5058 -3.3465 -5.0911 -0.64
H -3.1398 -3.2267 1.5861 0.24
H -4.4488 -3.1716 0.5363 0.23
H -4.1874 -3.0703 -1.8642 0.36
H -2.6264 -3.2074 -3.7708 0.52
H 0.6992 -3.2307 -1.0697 0.56
H -0.8590 -3.1427 0.8392 0.28
S -4.5893 3.0358 -2.1465 0.01
C -3.8511 2.2255 -1.1064 -0.09

---

62
Properties=species:S:1:pos:R:3:mulliken_charge:R:1 method="wB97M-V/def2-TZVPD" gap_ev=5.7 multiplicity=1 e_lumo_ev=1.83 charge=-1 e_homo_ev=-3.862 e_above_lowest_kcal_mol=10.1
Ba 0.4169 -1.3470 -1.0376 1.41
C -1.0900 2.3994 1.7987 -2.81
C -0.7925 1.0465 2.3989 1.50
C -1.8106 0.0890 2.4680 1.28
C -3.2244 0.4993 2.1394 -2.36
C -1.5116 -1.2084 2.8933 1.45
C -2.5661 -2.2883 2.8571 -2.71
C -0.2263 -1.5126 3.3596 0.76
C 0.0802 -2.8931 3.8848 -2.30
C 0.7720 -0.5329 3.3631 1.77
C 2.1445 -0.8450 3.8997 -2.71
C 0.4868 0.7482 2.8775 0.70
C 1.5612 1.8071 2.9042 -2.23
H -1.4077 3.1245 2.5555 0.36
H -1.8813 2.3326 1.0540 0.40
H -0.2164 2.8129 1.2983 0.50
H -3.4375 0.4252 1.0713 0.30
H -3.4029 1.5307 2.4429 0.52
H -3.9531 -0.1129 2.6672 0.54
H -2.9874 -2.4806 3.8490 0.40
H -2.1465 -3.2287 2.4990 0.45
H -3.3857 -2.0314 2.1917 0.32
H 0.7906 -2.8537 4.7080 0.49
H 0.5248 -3.5214 3.1066 0.32
H -0.8117 -3.3944 4.2541 0.46
H 2.2015 -0.6271 4.9725 0.37
H 2.9116 -0.2689 3.3901 0.46
H 2.4081 -1.8866 3.7447 0.52
H 2.2236 1.7249 2.0365 0.31
H 2.1858 1.7078 3.7903 0.48
H 1.1439 2.8112 2.9175 0.49
C 2.8275 2.1474 -5.2931 -0.50
C 3.0961 1.6672 -4.0201 -0.70
C 2.0658 1.1791 -3.2321 -0.09
C 0.7644 1.1839 -3.7282 0.15
C 0.4885 1.6530 -5.0131 -0.27
C 1.5300 2.1357 -5.7866 -0.54
N -0.2445 0.6670 -2.8770 0.33
N -1.4079 0.8723 -3.2686 -0.43
C -2.4727 0.3178 -2.4881 0.46
C -3.7021 0.8638 -2.8831 -0.38
C -4.8674 0.4232 -2.2821 -0.61
C -4.7745 -0.5819 -1.3302 -0.42
C -3.5329 -1.1072 -0.9784 -1.03
C -2.3077 -0.6864 -1.5113 -0.15
H 3.6351 2.5175 -5.9119 0.38
H 4.1093 1.6479 -3.6428 0.41
H 2.2911 0.7829 -2.2485 0.35
H -0.5250 1.6268 -5.3822 0.44
H 1.3321 2.4947 -6.7892 0.34
H -3.7178 1.6167 -3.6611 0.40
H -5.8280 0.8397 -2.5594 0.36
H -5.6738 -0.9627 -0.8565 0.36
H -3.5369 -1.8989 -0.2297 0.24
O 7.0066 -0.0788 -1.6450 -0.65
C 5.9443 -0.6389 -1.5013 0.56
S 5.1726 -0.9309 0.0557 -0.20
C 3.7089 -1.7328 -0.5267 -0.13
C 3.6129 -1.9056 -1.8686 -0.12
S 2.3929 -2.6722 -2.8856 -0.45
S 4.9682 -1.2779 -2.8206 -0.21
S 2.6450 -2.1886 0.8096 -0.36

---

60
Properties=species:S:1:pos:R:3:mulliken_charge:R:1 method="wB97M-V/def2-TZVPD" gap_ev="7.9 / 8.3" multiplicity=3 e_lumo_ev="-2.39 / -2.17" charge=+1 e_homo_ev="-10.305 / -10.484" s2=2.029 e_above_lowest_kcal_mol=46.2
V 0.0296 0.2576 -0.3702 0.13
Br 0.1449 1.0116 2.0997 -0.21
C 1.7947 1.9792 1.9247 0.75
C 2.3599 2.4809 3.0513 -0.84
C 3.5385 3.2534 2.9021 -0.48
C 4.0339 3.5054 1.6579 -0.97
C 3.4078 2.9891 0.4943 0.95
C 3.8764 3.3204 -0.8047 -0.77
C 3.2185 2.8570 -1.9026 -1.28
C 2.1089 1.9899 -1.7553 0.24
C 1.6211 1.5805 -0.5380 -0.30
C 2.2717 2.1562 0.6065 0.72
H 1.9253 2.3126 4.0259 0.43
H 4.0196 3.6569 3.7825 0.40
H 4.9155 4.1231 1.5390 0.39
H 4.7413 3.9644 -0.9054 0.39
H 3.5478 3.1391 -2.8945 0.41
H 1.6332 1.6526 -2.6718 0.55
O 0.2552 -0.8329 -2.0172 -0.13
S 1.5279 -1.1361 -2.8461 0.12
C 2.1962 -2.6480 -2.1409 -0.84
C 1.4114 -3.9307 -2.3378 -1.21
C 0.1211 -4.0316 -1.5340 0.16
C 0.3489 -4.2130 -0.0275 -1.16
S -0.2884 -2.9350 1.0489 0.03
O 0.3710 -1.6310 0.5953 -0.08
C -1.9719 -2.8859 0.4774 0.65
C -2.5135 -1.6445 0.2148 0.38
C -3.8194 -1.5223 -0.2343 -0.73
C -4.5846 -2.6663 -0.3960 -0.60
C -4.0484 -3.9146 -0.0962 -0.60
C -2.7413 -4.0377 0.3456 -0.53
C 0.8979 -1.6664 -4.4034 0.37
C -0.4522 -1.9150 -4.5931 -0.06
C -0.8693 -2.3329 -5.8490 -0.81
C 0.0489 -2.5020 -6.8759 -0.48
C 1.3970 -2.2428 -6.6669 -0.66
C 1.8314 -1.8081 -5.4237 -0.26
H 2.3169 -2.3704 -1.0886 0.40
H 3.2004 -2.7111 -2.5684 0.62
H 2.0816 -4.7549 -2.0760 0.52
H 1.1850 -4.0636 -3.3976 0.41
H -0.4446 -4.8876 -1.9034 0.47
H -0.5075 -3.1581 -1.7125 -0.11
H 1.4064 -4.2617 0.2475 0.55
H -0.0930 -5.1365 0.3543 0.54
H -1.9096 -0.7763 0.4275 -0.02
H -4.2279 -0.5425 -0.4418 0.46
H -5.6064 -2.5878 -0.7415 0.41
H -4.6550 -4.8032 -0.2082 0.41
H -2.3441 -5.0174 0.5778 0.36
H -1.1549 -1.7645 -3.7852 0.43
H -1.9192 -2.5222 -6.0289 0.43
H -0.2885 -2.8239 -7.8519 0.40
H 2.1078 -2.3602 -7.4735 0.42
H 2.8769 -1.5733 -5.2605 0.43
C -1.4877 1.5297 -0.9092 -1.16
H -2.3555 1.4359 -0.2439 0.35
H -1.8236 1.2527 -1.9149 0.24
H -1.1783 2.5745 -0.9030 0.36